The following is a DFT calculation (the ωB97M-V functional and the def2-TZVPD basis) of a molecular structure, C25H28N10NiO2P.

Each line ends with the natural charge from an NBO analysis.
CARTESIAN COORDINATES (ANGSTROEM)
Ni -0.079 0.037 -0.254  1.52
C 2.542 -1.009 1.360  -0.26
N 1.980 -0.050 0.425  -0.55
C 2.771 0.666 -0.286  0.16
C 2.228 1.458 -1.346  -0.04
C 2.789 2.410 -2.198  -0.28
C 1.740 2.848 -3.016  -0.35
C 0.605 2.132 -2.612  -0.04
N 0.899 1.292 -1.614  -0.59
C 2.997 -0.402 2.667  -0.04
C 2.194 0.516 3.338  -0.15
C 2.593 1.050 4.551  -0.23
C 3.807 0.678 5.116  -0.23
C 4.616 -0.232 4.455  -0.22
C 4.210 -0.765 3.238  -0.21
H 3.384 -1.543 0.904  0.18
H 1.759 -1.747 1.545  0.24
H 3.855 0.644 -0.129  0.16
H 3.816 2.740 -2.208  0.20
H 1.786 3.579 -3.807  0.21
H -0.391 2.174 -3.029  0.20
H 1.248 0.788 2.896  0.22
H 1.951 1.755 5.064  0.21
H 4.119 1.096 6.065  0.21
H 5.567 -0.525 4.882  0.20
H 4.849 -1.473 2.720  0.20
C -1.015 -3.345 -2.773  -1.02
P 0.501 -2.591 -2.183  1.98
C 0.997 -1.371 -3.399  -1.02
C 1.743 -3.893 -2.288  -1.01
O 0.405 -2.081 -0.771  -1.14
H -0.921 -3.634 -3.819  0.24
H -1.831 -2.633 -2.660  0.28
H -1.233 -4.225 -2.166  0.24
H 1.324 -1.865 -4.316  0.24
H 1.814 -0.775 -2.989  0.27
H 0.178 -0.697 -3.624  0.28
H 1.766 -4.343 -3.280  0.23
H 1.516 -4.658 -1.546  0.24
H 2.722 -3.468 -2.063  0.24
C -2.522 3.582 3.279  -0.40
N -2.136 3.039 1.995  -0.34
C -2.714 3.305 0.776  -0.08
C -2.086 2.503 -0.122  -0.05
N -1.132 1.760 0.519  -0.53
C -1.188 2.106 1.782  0.21
H -3.335 4.288 3.125  0.21
H -1.686 4.105 3.743  0.20
H -2.870 2.787 3.937  0.22
H -3.535 3.991 0.676  0.21
H -2.281 2.385 -1.172  0.23
H -0.601 1.681 2.575  0.21
N -2.445 -0.607 -5.792  -0.52
C -2.717 -0.277 -4.714  0.44
N -3.109 0.124 -3.523  -0.71
C -2.342 -0.080 -2.509  0.56
N -1.687 -0.272 -1.564  -0.68
N -0.515 -1.699 3.751  -0.84
C -1.169 -1.117 2.686  0.69
O -0.460 -0.718 1.735  -0.79
C -2.572 -0.946 2.804  -0.59
C -3.223 -1.464 3.948  0.33
N -3.673 -1.916 4.913  -0.45
C -3.334 -0.241 1.843  0.32
N -4.007 0.327 1.097  -0.41
H 0.420 -2.013 3.553  0.39
H -1.048 -2.230 4.419  0.40

Multiplicity = 3
Gap between HOMO and LUMO (alpha / beta) = 7.45 / 7.43 eV
ΔE to the lowest compared entry with this formula, charge and spin = 0.778 eV
Calculated total energy = -3517.3636 Eh
E_HOMO (alpha / beta) = -5.05 / -5.04 eV
Net charge = -1

=====

The following is a DFT calculation (the ωB97M-V functional and the def2-TZVPD basis) of C25H28N2 in the gas phase.

Each line ends with the natural charge from an NBO analysis.
CARTESIAN COORDINATES (ANGSTROEM)
C 6.358 1.949 0.772  -0.22
C 6.268 0.634 1.195  -0.20
C 5.226 -0.165 0.759  -0.24
C 4.266 0.339 -0.110  0.07
C 3.125 -0.514 -0.558  -0.11
C 1.919 -0.383 0.376  -0.19
N 0.847 -1.286 0.011  -0.48
C 0.691 -2.424 0.895  -0.22
C -0.233 -3.451 0.243  -0.23
N -1.501 -2.816 -0.064  -0.64
C -1.295 -1.722 -0.996  -0.24
C -0.419 -0.662 -0.324  -0.02
C -1.155 -0.027 0.885  -0.47
C -2.220 0.925 0.432  0.00
C -1.845 2.199 0.076  -0.21
C -2.770 3.143 -0.382  -0.21
C -4.091 2.811 -0.483  -0.18
C -4.529 1.518 -0.130  -0.09
C -5.892 1.166 -0.230  -0.17
C -6.323 -0.085 0.106  -0.22
C -5.400 -1.040 0.557  -0.22
C -4.073 -0.731 0.667  -0.22
C -3.589 0.553 0.331  0.01
C 3.420 -1.825 -1.223  -0.41
C 2.881 -0.679 -2.028  -0.42
C 4.360 1.662 -0.523  -0.23
C 5.401 2.462 -0.087  -0.21
H 7.172 2.573 1.111  0.21
H 7.012 0.231 1.866  0.21
H 5.155 -1.192 1.088  0.21
H 1.576 0.656 0.324  0.20
H 2.254 -0.561 1.407  0.19
H 0.280 -2.136 1.876  0.17
H 1.672 -2.873 1.059  0.21
H -0.409 -4.281 0.932  0.20
H 0.261 -3.843 -0.664  0.16
H -2.145 -3.494 -0.460  0.37
H -2.262 -1.292 -1.264  0.21
H -0.789 -2.057 -1.918  0.17
H -0.209 0.128 -1.055  0.21
H -0.419 0.523 1.478  0.22
H -1.564 -0.823 1.501  0.23
H -0.805 2.486 0.157  0.20
H -2.430 4.133 -0.650  0.21
H -4.818 3.529 -0.832  0.21
H -6.590 1.913 -0.582  0.21
H -7.368 -0.346 0.026  0.21
H -5.748 -2.029 0.818  0.21
H -3.385 -1.491 1.002  0.23
H 4.454 -2.102 -1.360  0.22
H 2.758 -2.654 -1.034  0.22
H 1.857 -0.743 -2.362  0.22
H 3.546 -0.181 -2.718  0.22
H 3.614 2.060 -1.195  0.21
H 5.467 3.488 -0.419  0.21

Gap between HOMO and LUMO = 8.61 eV
SMILES string = c1ccc(C2(CN3CCNC[C@H]3Cc3cccc4ccccc34)CC2)cc1
ΔE to the lowest compared entry with this formula, charge and spin = 0.000 eV
Calculated total energy = -1078.9404 Eh
E_HOMO = -7.90 eV

=====

The following is a DFT calculation (the ωB97M-V functional and the def2-TZVPD basis) of C25H28N2O3 in the gas phase.

Each line ends with the natural charge from an NBO analysis.
CARTESIAN COORDINATES (ANGSTROEM)
C -2.215 -3.763 1.802  -0.64
C -2.220 -2.240 1.892  -0.06
O -1.376 -1.634 0.933  -0.53
C -1.827 -1.445 -0.345  0.35
C -3.040 -1.879 -0.852  -0.32
C -3.380 -1.615 -2.172  -0.21
C -2.514 -0.923 -2.994  -0.23
C -1.296 -0.480 -2.501  -0.23
C -0.947 -0.731 -1.185  0.09
N 0.246 -0.297 -0.604  -0.62
C 1.311 0.318 -1.179  0.69
O 1.418 0.567 -2.362  -0.62
C 2.398 0.705 -0.165  -0.19
N 3.092 1.924 -0.550  -0.62
C 2.253 3.093 -0.779  -0.21
C 1.464 3.512 0.470  -0.43
C 0.148 2.800 0.631  -0.05
C -0.153 2.078 1.782  -0.21
C -1.370 1.444 1.929  -0.26
C -2.330 1.514 0.921  0.29
O -3.504 0.860 1.162  -0.51
C -4.550 1.007 0.232  -0.26
C -2.041 2.233 -0.232  -0.25
C -0.819 2.868 -0.362  -0.21
C 3.408 -0.414 0.008  0.06
C 4.680 -0.106 0.476  -0.23
C 5.624 -1.100 0.659  -0.21
C 5.309 -2.418 0.377  -0.22
C 4.044 -2.733 -0.086  -0.21
C 3.097 -1.739 -0.269  -0.23
H -2.839 -4.177 2.589  0.22
H -2.590 -4.101 0.839  0.21
H -1.201 -4.136 1.923  0.22
H -1.802 -1.929 2.854  0.19
H -3.235 -1.837 1.813  0.18
H -3.738 -2.417 -0.231  0.22
H -4.332 -1.960 -2.549  0.21
H -2.780 -0.723 -4.020  0.22
H -0.610 0.062 -3.130  0.26
H 0.277 -0.468 0.393  0.43
H 1.921 0.888 0.806  0.21
H 3.606 1.734 -1.407  0.37
H 2.943 3.899 -1.046  0.20
H 1.559 2.952 -1.620  0.18
H 1.264 4.584 0.391  0.22
H 2.091 3.354 1.349  0.21
H 0.571 2.021 2.583  0.21
H -1.604 0.892 2.826  0.22
H -4.287 0.582 -0.742  0.19
H -4.831 2.058 0.111  0.18
H -5.394 0.457 0.648  0.20
H -2.757 2.307 -1.035  0.22
H -0.623 3.434 -1.261  0.21
H 4.919 0.924 0.691  0.23
H 6.609 -0.844 1.021  0.21
H 6.045 -3.196 0.517  0.21
H 3.789 -3.759 -0.310  0.21
H 2.119 -2.006 -0.639  0.22

Gap between HOMO and LUMO = 8.80 eV
SMILES string = CCOc1ccccc1NC(=O)[C@H](NCCc1ccc(OC)cc1)c1ccccc1
ΔE to the lowest compared entry with this formula, charge and spin = 0.654 eV
Calculated total energy = -1304.6975 Eh
E_HOMO = -8.08 eV

=====

The highest ΔE to the lowest compared entry with this formula, charge and spin belongs to which entry?
C25H28N10NiO2P

=====

Look up the calculated total energy of the second one.
-1078.9404 Eh

=====

Please write out number 1 again, unchanged.
The following is a DFT calculation (the ωB97M-V functional and the def2-TZVPD basis) of a molecular structure, C25H28N10NiO2P.

Each line ends with the natural charge from an NBO analysis.
CARTESIAN COORDINATES (ANGSTROEM)
Ni -0.079 0.037 -0.254  1.52
C 2.542 -1.009 1.360  -0.26
N 1.980 -0.050 0.425  -0.55
C 2.771 0.666 -0.286  0.16
C 2.228 1.458 -1.346  -0.04
C 2.789 2.410 -2.198  -0.28
C 1.740 2.848 -3.016  -0.35
C 0.605 2.132 -2.612  -0.04
N 0.899 1.292 -1.614  -0.59
C 2.997 -0.402 2.667  -0.04
C 2.194 0.516 3.338  -0.15
C 2.593 1.050 4.551  -0.23
C 3.807 0.678 5.116  -0.23
C 4.616 -0.232 4.455  -0.22
C 4.210 -0.765 3.238  -0.21
H 3.384 -1.543 0.904  0.18
H 1.759 -1.747 1.545  0.24
H 3.855 0.644 -0.129  0.16
H 3.816 2.740 -2.208  0.20
H 1.786 3.579 -3.807  0.21
H -0.391 2.174 -3.029  0.20
H 1.248 0.788 2.896  0.22
H 1.951 1.755 5.064  0.21
H 4.119 1.096 6.065  0.21
H 5.567 -0.525 4.882  0.20
H 4.849 -1.473 2.720  0.20
C -1.015 -3.345 -2.773  -1.02
P 0.501 -2.591 -2.183  1.98
C 0.997 -1.371 -3.399  -1.02
C 1.743 -3.893 -2.288  -1.01
O 0.405 -2.081 -0.771  -1.14
H -0.921 -3.634 -3.819  0.24
H -1.831 -2.633 -2.660  0.28
H -1.233 -4.225 -2.166  0.24
H 1.324 -1.865 -4.316  0.24
H 1.814 -0.775 -2.989  0.27
H 0.178 -0.697 -3.624  0.28
H 1.766 -4.343 -3.280  0.23
H 1.516 -4.658 -1.546  0.24
H 2.722 -3.468 -2.063  0.24
C -2.522 3.582 3.279  -0.40
N -2.136 3.039 1.995  -0.34
C -2.714 3.305 0.776  -0.08
C -2.086 2.503 -0.122  -0.05
N -1.132 1.760 0.519  -0.53
C -1.188 2.106 1.782  0.21
H -3.335 4.288 3.125  0.21
H -1.686 4.105 3.743  0.20
H -2.870 2.787 3.937  0.22
H -3.535 3.991 0.676  0.21
H -2.281 2.385 -1.172  0.23
H -0.601 1.681 2.575  0.21
N -2.445 -0.607 -5.792  -0.52
C -2.717 -0.277 -4.714  0.44
N -3.109 0.124 -3.523  -0.71
C -2.342 -0.080 -2.509  0.56
N -1.687 -0.272 -1.564  -0.68
N -0.515 -1.699 3.751  -0.84
C -1.169 -1.117 2.686  0.69
O -0.460 -0.718 1.735  -0.79
C -2.572 -0.946 2.804  -0.59
C -3.223 -1.464 3.948  0.33
N -3.673 -1.916 4.913  -0.45
C -3.334 -0.241 1.843  0.32
N -4.007 0.327 1.097  -0.41
H 0.420 -2.013 3.553  0.39
H -1.048 -2.230 4.419  0.40

Multiplicity = 3
Gap between HOMO and LUMO (alpha / beta) = 7.45 / 7.43 eV
ΔE to the lowest compared entry with this formula, charge and spin = 0.778 eV
Calculated total energy = -3517.3636 Eh
E_HOMO (alpha / beta) = -5.05 / -5.04 eV
Net charge = -1

=====

Repeat the second record exactly.
The following is a DFT calculation (the ωB97M-V functional and the def2-TZVPD basis) of C25H28N2 in the gas phase.

Each line ends with the natural charge from an NBO analysis.
CARTESIAN COORDINATES (ANGSTROEM)
C 6.358 1.949 0.772  -0.22
C 6.268 0.634 1.195  -0.20
C 5.226 -0.165 0.759  -0.24
C 4.266 0.339 -0.110  0.07
C 3.125 -0.514 -0.558  -0.11
C 1.919 -0.383 0.376  -0.19
N 0.847 -1.286 0.011  -0.48
C 0.691 -2.424 0.895  -0.22
C -0.233 -3.451 0.243  -0.23
N -1.501 -2.816 -0.064  -0.64
C -1.295 -1.722 -0.996  -0.24
C -0.419 -0.662 -0.324  -0.02
C -1.155 -0.027 0.885  -0.47
C -2.220 0.925 0.432  0.00
C -1.845 2.199 0.076  -0.21
C -2.770 3.143 -0.382  -0.21
C -4.091 2.811 -0.483  -0.18
C -4.529 1.518 -0.130  -0.09
C -5.892 1.166 -0.230  -0.17
C -6.323 -0.085 0.106  -0.22
C -5.400 -1.040 0.557  -0.22
C -4.073 -0.731 0.667  -0.22
C -3.589 0.553 0.331  0.01
C 3.420 -1.825 -1.223  -0.41
C 2.881 -0.679 -2.028  -0.42
C 4.360 1.662 -0.523  -0.23
C 5.401 2.462 -0.087  -0.21
H 7.172 2.573 1.111  0.21
H 7.012 0.231 1.866  0.21
H 5.155 -1.192 1.088  0.21
H 1.576 0.656 0.324  0.20
H 2.254 -0.561 1.407  0.19
H 0.280 -2.136 1.876  0.17
H 1.672 -2.873 1.059  0.21
H -0.409 -4.281 0.932  0.20
H 0.261 -3.843 -0.664  0.16
H -2.145 -3.494 -0.460  0.37
H -2.262 -1.292 -1.264  0.21
H -0.789 -2.057 -1.918  0.17
H -0.209 0.128 -1.055  0.21
H -0.419 0.523 1.478  0.22
H -1.564 -0.823 1.501  0.23
H -0.805 2.486 0.157  0.20
H -2.430 4.133 -0.650  0.21
H -4.818 3.529 -0.832  0.21
H -6.590 1.913 -0.582  0.21
H -7.368 -0.346 0.026  0.21
H -5.748 -2.029 0.818  0.21
H -3.385 -1.491 1.002  0.23
H 4.454 -2.102 -1.360  0.22
H 2.758 -2.654 -1.034  0.22
H 1.857 -0.743 -2.362  0.22
H 3.546 -0.181 -2.718  0.22
H 3.614 2.060 -1.195  0.21
H 5.467 3.488 -0.419  0.21

Gap between HOMO and LUMO = 8.61 eV
SMILES string = c1ccc(C2(CN3CCNC[C@H]3Cc3cccc4ccccc34)CC2)cc1
ΔE to the lowest compared entry with this formula, charge and spin = 0.000 eV
Calculated total energy = -1078.9404 Eh
E_HOMO = -7.90 eV